12
Properties=species:S:1:pos:R:3:mulliken_charge:R:1 method="wB97M-V/def2-TZVPD" e_above_lowest_kcal_mol=89.1 energy_ha=-741.1323 mol_weight_g_mol=121.14 total_charge=-1
C 0.623 0.522 -1.015 -0.39
C -0.338 -0.502 0.610 -0.44
C -1.008 0.866 0.124 -0.27
O -2.762 -0.614 -1.327 -0.63
O -3.073 -0.207 1.095 -0.61
O 0.978 -0.470 -0.102 -0.42
S -2.811 0.402 -0.236 0.36
H 0.575 0.180 -2.022 0.26
H 1.222 1.385 -0.811 0.24
H -0.263 -0.473 1.700 0.34
H -0.968 -1.229 0.033 0.31
H -1.074 1.747 0.842 0.26

=====

110
Properties=species:S:1:pos:R:3:mulliken_charge:R:1 method="wB97M-V/def2-TZVPD" e_above_lowest_kcal_mol=0.0 energy_ha=-2584.5380 mol_weight_g_mol=680.34 total_charge=-1
C 1.214 8.035 1.081 -1.12
C -0.102 8.901 0.965 -0.47
C -0.771 9.010 2.397 -0.64
C -2.330 9.091 2.277 -0.83
C -3.046 7.721 1.995 -0.79
C -2.422 6.478 2.729 -0.87
C -1.729 5.482 1.699 -0.50
C -2.644 4.219 1.427 -0.89
C -2.058 2.898 2.049 -0.98
C -1.123 2.109 1.051 -0.54
C -1.796 0.793 0.509 -0.83
C -0.897 0.088 -0.600 -0.20
C -1.797 -0.415 -1.780 -0.61
C -1.225 -1.677 -2.530 -0.55
C -0.404 -1.248 -3.832 0.24
C 1.148 -1.211 -3.581 -0.32
C 1.975 -0.304 -4.607 -1.17
Cl 1.760 -1.159 -6.246 -0.29
O 1.328 1.012 -4.527 0.33
C 0.645 1.447 -5.679 -1.12
C 0.043 2.878 -5.308 0.38
C -0.912 2.613 -4.076 -1.39
C -0.854 3.492 -6.448 0.50
C -0.942 2.653 -7.765 -1.39
C -0.354 4.977 -6.687 -1.46
H 0.938 7.077 1.570 0.23
H 2.004 8.584 1.640 0.32
H 1.567 7.813 0.048 0.33
H -0.828 8.406 0.277 0.30
H 0.124 9.941 0.630 0.39
H -0.396 8.235 3.097 0.38
H -0.436 9.993 2.820 0.39
H -2.753 9.641 3.151 0.36
H -2.542 9.746 1.392 0.27
H -4.096 7.819 2.366 0.34
H -3.130 7.535 0.897 0.43
H -3.279 5.902 3.159 0.50
H -1.757 6.734 3.580 0.47
H -1.628 6.016 0.722 0.24
H -0.726 5.147 2.042 0.34
H -3.697 4.399 1.746 0.53
H -2.661 4.056 0.323 0.37
H -1.512 3.096 3.004 0.47
H -2.895 2.205 2.310 0.43
H -0.206 1.788 1.592 0.27
H -0.868 2.746 0.171 0.34
H -2.801 1.041 0.081 0.34
H -1.957 0.042 1.318 0.19
H -0.156 0.865 -0.907 0.36
H -0.324 -0.743 -0.134 0.30
H -1.996 0.444 -2.457 -0.05
H -2.783 -0.698 -1.326 0.57
H -0.578 -2.311 -1.893 -0.07
H -2.124 -2.218 -2.921 0.45
H -0.843 -0.287 -4.163 -0.50
H -0.594 -2.028 -4.613 0.36
H 1.304 -0.712 -2.586 0.25
H 1.572 -2.242 -3.517 0.17
H 1.303 1.629 -6.561 0.33
H -0.250 0.825 -5.937 0.43
H 0.903 3.523 -5.007 0.41
H -1.667 1.831 -4.332 0.28
H -1.468 3.551 -3.832 0.46
H -0.350 2.305 -3.168 0.25
H -1.896 3.585 -6.050 0.22
H 0.024 2.257 -8.136 0.25
H -1.726 1.866 -7.671 0.32
H -1.318 3.348 -8.564 0.44
H -0.194 5.404 -5.667 0.34
H 0.639 4.904 -7.180 0.34
H -1.094 5.578 -7.253 0.40
C 3.499 -6.141 -2.517 -1.57
C 2.158 -6.450 -1.890 0.72
C 1.109 -6.874 -2.880 -0.49
O -0.097 -6.441 -2.246 -0.37
C 0.231 -5.394 -1.443 0.72
O -0.557 -4.674 -0.920 -0.55
O 1.576 -5.273 -1.322 -0.33
H 3.430 -5.276 -3.179 0.37
H 4.227 -5.887 -1.744 0.35
H 3.876 -6.995 -3.082 0.38
H 2.274 -7.189 -1.091 0.12
H 1.097 -7.952 -3.038 0.32
H 1.197 -6.372 -3.848 0.31
C 0.319 -4.888 2.848 -1.40
C 1.290 -6.020 3.080 0.75
C 2.702 -5.568 3.306 -0.36
O 3.462 -6.683 2.824 -0.37
C 2.696 -7.306 1.894 0.65
O 3.095 -8.155 1.154 -0.58
O 1.425 -6.838 1.911 -0.34
H 0.548 -4.356 1.922 0.34
H -0.696 -5.275 2.740 0.36
H 0.335 -4.184 3.679 0.36
H 0.939 -6.656 3.900 0.08
H 2.912 -5.383 4.356 0.20
H 2.974 -4.682 2.726 0.34
C 1.071 -7.730 9.435 -1.49
C 1.137 -7.333 7.977 0.51
C 2.483 -6.820 7.545 -0.52
O 2.143 -5.928 6.481 -0.29
C 0.877 -5.489 6.721 0.60
O 0.352 -4.594 6.142 -0.51
O 0.292 -6.208 7.713 -0.34
H 1.216 -6.863 10.082 0.36
H 0.087 -8.137 9.671 0.36
H 1.824 -8.483 9.673 0.37
H 0.805 -8.162 7.344 0.26
H 3.136 -7.615 7.186 0.35
H 3.003 -6.255 8.323 0.30

=====

88
Properties=species:S:1:pos:R:3:mulliken_charge:R:1 method="wB97M-V/def2-TZVPD" energy_ha=-6166.8904 mol_weight_g_mol=866.39 total_charge=-1
C -2.167 -0.738 5.942 -1.20
C -1.821 -1.677 4.613 0.60
C -0.585 -2.657 5.056 -0.78
C -1.489 -0.756 3.258 -0.91
C -1.287 -1.736 1.963 0.51
C -2.629 -2.672 1.621 -1.24
C -0.788 -0.985 0.587 0.04
O -0.512 0.448 0.723 -0.45
C -1.139 1.264 -0.318 0.56
C -2.793 1.438 -0.132 0.12
O -3.474 2.495 -0.659 -0.64
O -3.633 0.498 0.655 -0.66
N -0.875 0.920 -1.729 0.63
C 0.520 0.765 -2.177 0.31
C 1.146 -0.748 -2.223 -0.77
F 0.596 1.282 -3.596 -0.34
P -2.153 0.215 -2.670 0.24
O -1.687 -1.156 -3.653 -0.56
Br -2.669 1.826 -4.255 -0.32
P -0.455 3.069 -0.039 0.84
N 1.030 2.870 0.630 -0.83
O -1.456 4.031 1.009 -0.50
O -0.157 3.890 -1.584 -0.49
H -2.730 -1.476 6.694 0.32
H -2.852 0.175 5.684 0.32
H -1.149 -0.424 6.475 0.27
H -2.770 -2.363 4.463 0.20
H 0.404 -2.371 4.490 0.22
H -0.446 -2.676 6.230 0.38
H -0.878 -3.755 4.703 -0.07
H -0.518 -0.144 3.534 0.29
H -2.382 0.004 3.170 0.29
H -0.450 -2.529 2.274 0.18
H -2.249 -3.428 0.780 0.31
H -2.964 -3.339 2.524 0.30
H -3.505 -2.063 1.141 0.21
H -1.569 -1.262 -0.256 -0.06
H 0.246 -1.505 0.296 0.00
H 1.325 1.424 -1.591 -0.04
H 1.773 -0.995 -3.193 0.20
H 0.316 -1.579 -2.022 0.07
H 1.894 -0.843 -1.298 0.32
H -1.907 -1.997 -3.142 0.34
H 1.754 3.267 -0.008 0.21
H -1.610 4.896 0.489 0.31
H -0.810 3.539 -2.261 0.27
C 2.253 -9.171 6.192 -1.09
C 1.224 -8.099 6.502 -0.22
O 0.851 -7.394 5.309 -0.28
C -0.071 -8.015 4.505 0.33
O -0.571 -9.108 4.756 -0.53
C -0.413 -7.138 3.303 0.87
F 0.693 -6.608 2.703 -0.25
F -1.200 -6.078 3.645 -0.23
F -1.085 -7.810 2.325 -0.25
H 3.114 -8.738 5.674 0.30
H 2.595 -9.656 7.110 0.36
H 1.835 -9.938 5.532 0.31
H 1.662 -7.359 7.185 0.32
H 0.342 -8.513 7.003 0.31
C 1.365 1.570 -6.854 -1.16
C 1.558 0.155 -6.342 0.11
O 2.063 -0.696 -7.382 -0.35
C 3.412 -0.620 -7.621 0.39
O 4.176 0.116 -7.004 -0.52
C 3.820 -1.608 -8.712 0.81
F 2.985 -1.579 -9.790 -0.24
F 3.817 -2.897 -8.267 -0.25
F 5.072 -1.378 -9.199 -0.24
H 0.728 1.573 -7.744 0.32
H 0.907 2.200 -6.086 0.31
H 2.321 2.019 -7.144 0.32
H 0.589 -0.259 -6.036 0.30
H 2.211 0.125 -5.462 0.19
C 0.694 6.741 -0.389 -0.65
C -0.144 7.519 -1.388 -0.16
O -0.499 8.805 -0.858 -0.31
C 0.465 9.778 -0.939 0.37
O 1.576 9.601 -1.429 -0.51
C -0.061 11.101 -0.387 0.84
F -0.713 10.956 0.803 -0.24
F -0.950 11.696 -1.233 -0.25
F 0.925 12.017 -0.166 -0.24
H 0.176 6.670 0.572 0.28
H 0.900 5.733 -0.760 -0.08
H 1.650 7.242 -0.202 0.40
H -1.082 6.982 -1.575 0.26
H 0.365 7.623 -2.353 0.30

=====

17
Properties=species:S:1:pos:R:3:mulliken_charge:R:1 method="wB97M-V/def2-TZVPD" smiles="C=CC.C=NC" e_above_lowest_kcal_mol=44.1 energy_ha=-251.7923 mol_weight_g_mol=85.15
C -0.678 2.115 0.794 -0.76
C -0.593 1.399 -0.322 0.08
C -1.737 0.815 -1.084 -1.01
H 0.186 2.666 1.138 0.27
H -1.632 2.076 1.307 0.25
H 0.369 1.360 -0.823 0.35
H -2.625 0.661 -0.462 0.30
H -2.015 1.460 -1.920 0.29
H -1.488 -0.154 -1.512 0.24
C 2.155 -0.793 0.926 -0.26
N 1.873 -1.357 -0.161 -0.40
C 0.628 -2.134 -0.175 -0.56
H 3.048 -0.189 1.090 0.28
H 1.503 -0.868 1.800 0.25
H -0.221 -1.498 -0.432 0.06
H 0.495 -2.645 0.780 0.37
H 0.734 -2.913 -0.943 0.26

=====

19
Properties=species:S:1:pos:R:3:mulliken_charge:R:1 method="wB97M-V/def2-TZVPD" e_above_lowest_kcal_mol=113.5 energy_ha=-348.0240 mol_weight_g_mol=104.15
C 0.973 0.778 -0.195 -0.89
C 2.108 -0.176 -0.088 -0.42
O 1.802 -1.471 -0.558 -0.36
C 0.519 -1.867 -0.187 -0.34
C -0.505 -0.869 -0.584 -0.56
O -1.570 0.712 0.928 -0.55
C -2.402 1.553 0.186 -0.64
H -0.642 0.886 0.645 0.38
H 0.915 1.309 -1.144 0.32
H 1.121 1.541 0.606 0.44
H 2.420 -0.210 0.963 0.29
H 2.979 0.096 -0.687 0.28
H 0.355 -2.816 -0.710 0.32
H 0.432 -2.062 0.898 0.28
H -0.542 -0.540 -1.615 0.37
H -1.518 -1.156 -0.239 0.28
H -3.395 1.098 0.100 0.23
H -2.031 1.734 -0.836 0.26
H -2.485 2.513 0.703 0.29

=====

34
Properties=species:S:1:pos:R:3:mulliken_charge:R:1 method="wB97M-V/def2-TZVPD" e_above_lowest_kcal_mol=297.5 energy_ha=-785.6238 mol_weight_g_mol=235.28
C 4.448 1.204 1.999 -1.45
C 2.931 0.928 2.054 0.43
C 2.106 0.702 0.981 -0.19
C 0.875 0.617 1.051 0.79
C 0.419 0.569 2.200 -0.24
C 1.116 0.910 3.474 -0.56
C 2.491 1.194 3.377 -0.79
H 3.071 0.996 4.308 0.25
H 0.640 0.748 4.514 0.28
H -0.790 0.529 2.368 0.11
O -0.031 0.430 0.245 -0.21
C 0.651 0.355 -1.121 -1.39
C -0.418 0.314 -2.444 0.67
O -0.728 1.195 -3.095 -0.50
N -1.300 -0.812 -2.213 0.08
C -1.383 -1.571 -1.125 -1.13
H -0.491 -1.559 -0.653 0.99
C -2.656 -1.424 -0.340 -1.02
H -2.892 -2.441 0.418 0.22
O -3.877 -1.496 -1.079 -0.36
C -3.719 -0.681 -2.144 -0.63
H -4.729 -0.611 -2.582 0.47
C -2.627 -0.748 -2.940 -0.54
H -2.537 0.202 -3.670 0.28
H -2.561 -2.006 -3.446 0.25
H -3.866 0.354 -1.745 0.33
H -2.537 -0.494 0.030 0.68
H -1.531 -2.789 -1.546 0.25
H 1.307 -0.261 -1.349 0.88
H 1.089 1.456 -1.503 0.44
H 2.706 0.704 0.127 0.56
H 4.831 1.958 1.462 0.39
H 4.899 0.306 1.480 0.33
H 5.091 1.222 2.910 0.33

=====

18
Properties=species:S:1:pos:R:3:mulliken_charge:R:1 method="wB97M-V/def2-TZVPD" smiles="C[C@H](N)C(=O)NCO" e_above_lowest_kcal_mol=33.0 energy_ha=-418.4084 mol_weight_g_mol=118.14
C 1.161 -0.826 -1.610 -1.39
C 0.150 0.009 -0.799 0.45
N -0.282 1.264 -1.419 -0.69
C 0.786 0.450 0.525 0.14
O 1.804 1.108 0.543 -0.64
N 0.175 0.033 1.674 -0.15
C -1.119 -0.561 1.835 -0.49
O -2.191 0.341 1.646 -0.56
H 2.034 -1.005 -0.994 0.34
H 0.724 -1.773 -1.904 0.29
H 1.582 -0.285 -2.424 0.37
H -0.733 -0.580 -0.566 0.52
H -0.698 1.127 -2.331 0.24
H 0.539 1.842 -1.572 0.25
H 0.624 0.377 2.511 0.26
H -1.232 -1.449 1.237 0.35
H -1.210 -0.831 2.866 0.35
H -2.113 0.758 0.781 0.36

=====

26
Properties=species:S:1:pos:R:3:mulliken_charge:R:1 method="wB97M-V/def2-TZVPD" e_above_lowest_kcal_mol=34.8 energy_ha=-839.5934 mol_weight_g_mol=192.20
C 3.580 -1.176 0.747 -0.56
C 2.812 -1.129 -0.398 -0.76
C 3.026 -0.670 1.892 -0.28
C 1.710 -0.318 -0.544 -0.57
C 1.818 -0.039 1.872 0.38
C 1.171 0.168 0.662 0.83
C -2.078 -1.136 -1.785 -1.07
C -2.446 2.221 -0.409 -1.26
C -2.199 -0.304 -0.470 -0.22
C -1.647 0.971 -0.785 0.22
N 1.164 0.457 2.940 -0.75
N 0.050 0.847 0.882 -0.14
P -0.213 1.156 2.460 -0.21
H 4.477 -1.709 0.764 0.43
H 3.346 -1.641 -1.138 0.36
H 3.549 -0.863 2.862 0.33
H 1.059 -0.357 -1.407 0.26
H -0.984 -1.117 -1.906 0.21
H -2.339 -2.180 -1.664 0.35
H -2.593 -0.691 -2.614 0.35
H -1.836 2.759 0.281 0.35
H -2.392 2.955 -1.261 0.34
H -3.338 1.887 0.055 0.35
H -3.220 -0.328 -0.076 0.46
H -1.664 -0.796 0.471 0.21
H -0.813 1.033 -1.433 0.42

=====

21
Properties=species:S:1:pos:R:3:mulliken_charge:R:1 method="wB97M-V/def2-TZVPD" energy_ha=-777.6646 mol_weight_g_mol=130.34 s2=2.005 multiplicity=3
C -2.742 2.567 -0.710 -0.79
C -2.405 1.418 -0.190 -0.49
C 2.312 0.754 0.007 -1.17
C 0.212 -0.612 -1.790 -0.99
C 1.126 -2.025 0.915 -1.10
Si -0.908 0.865 1.117 0.39
Si 0.722 -0.374 0.029 0.43
H -3.445 2.557 -1.497 0.35
H -2.515 3.538 -0.234 0.30
H -2.865 0.593 -0.612 0.48
H 2.749 0.592 0.999 0.31
H 2.962 0.457 -0.801 0.32
H 2.070 1.778 -0.075 0.38
H 0.807 0.151 -2.363 0.28
H 0.592 -1.654 -2.276 0.28
H -0.870 -0.423 -1.925 0.30
H 0.547 -2.946 0.769 0.35
H 2.099 -2.345 0.511 0.32
H 1.311 -1.842 1.930 0.36
H -1.795 -0.063 1.846 -0.15
H -0.599 2.081 1.967 -0.16

=====

20
Properties=species:S:1:pos:R:3:mulliken_charge:R:1 method="wB97M-V/def2-TZVPD" smiles=Cc1c[nH]cn1.CC e_above_lowest_kcal_mol=13.5 energy_ha=-345.3063 mol_weight_g_mol=112.18
C 2.276 0.276 -0.828 -1.15
C 1.299 1.168 -0.123 0.57
C 0.417 2.140 -0.493 -0.59
N -0.423 2.350 0.604 -0.12
C 0.066 1.548 1.599 -0.21
N 1.073 0.837 1.200 -0.48
H 3.225 0.742 -1.101 0.35
H 1.742 -0.198 -1.647 0.26
H 2.643 -0.478 -0.130 0.34
H 0.406 2.901 -1.252 0.40
H -0.900 3.232 0.705 0.25
H -0.422 1.513 2.556 0.41
C -0.826 -1.741 -0.537 -0.50
C -2.033 -2.252 0.235 -1.04
H -0.757 -0.646 -0.505 0.01
H 0.071 -2.039 0.000 0.23
H -0.856 -1.903 -1.613 0.36
H -2.226 -3.293 -0.060 0.31
H -1.788 -2.408 1.286 0.30
H -2.986 -1.749 0.104 0.31

=====

9
Properties=species:S:1:pos:R:3:mulliken_charge:R:1 method="wB97M-V/def2-TZVPD" e_above_lowest_kcal_mol=90.4 energy_ha=-280.2367 mol_weight_g_mol=81.08
C 0.186 0.737 -0.291 0.18
C 1.325 0.083 -0.212 -0.31
N 1.252 -1.370 -0.085 -0.62
N 0.094 -1.660 0.242 0.89
N -0.989 -1.797 0.539 -0.47
C -1.052 1.085 -0.040 -0.55
H -1.283 1.365 1.000 0.26
H 2.331 0.501 -0.145 0.35
H -1.898 1.011 -0.734 0.27

=====

21
Properties=species:S:1:pos:R:3:mulliken_charge:R:1 method="wB97M-V/def2-TZVPD" e_above_lowest_kcal_mol=97.5 energy_ha=-420.4284 mol_weight_g_mol=128.17
H 3.222 -0.015 -0.648 0.26
N 3.090 -1.001 -0.250 -0.63
C 1.768 -1.166 0.032 0.01
N 0.630 -0.515 -0.430 -0.34
C -0.645 -0.357 0.284 -0.73
C -1.922 -0.948 -0.325 -0.62
O -3.055 -0.432 0.419 -0.52
C 0.181 0.872 0.007 1.70
C 0.887 1.382 1.162 -1.16
C -0.307 1.821 -1.037 -1.64
H 1.479 -2.118 0.501 0.35
H -0.593 -0.745 1.290 0.43
H -1.696 -2.089 -0.104 0.27
H -2.175 -0.693 -1.496 0.23
H -3.811 -0.928 0.104 0.33
H 2.105 1.443 0.891 0.23
H 0.497 2.492 1.348 0.37
H 0.784 0.663 2.174 0.27
H -1.127 2.369 -0.511 0.34
H -0.611 1.466 -1.971 0.49
H 0.543 2.590 -0.911 0.37

=====

27
Properties=species:S:1:pos:R:3:mulliken_charge:R:1 method="wB97M-V/def2-TZVPD" smiles="C#C[N@+](O)(C=C)S(=O)(=O)C(F)(F)C(F)(F)C(F)(F)C(F)(F)F" energy_ha=-1884.5700 mol_weight_g_mol=366.18 total_charge=+1
C -2.429 -2.929 1.900 0.39
C -1.324 -2.404 1.796 -0.81
N -0.087 -1.682 1.425 0.60
O 0.926 -2.222 2.225 -0.37
C -0.204 -0.240 1.774 -0.13
C -1.470 0.361 2.129 -0.72
S 0.341 -2.005 -0.284 1.38
O -0.487 -3.161 -0.693 -0.63
O 1.746 -2.418 -0.469 -0.55
C -0.159 -0.609 -1.456 0.43
F -1.469 -0.215 -1.191 -0.23
F -0.191 -1.218 -2.722 -0.20
C 0.905 0.589 -1.531 0.57
F 1.868 0.508 -0.481 -0.28
F 1.651 0.372 -2.706 -0.24
C 0.286 2.049 -1.444 0.62
F -0.656 2.186 -2.480 -0.27
F -0.438 2.240 -0.234 -0.24
C 1.340 3.246 -1.513 0.56
F 0.594 4.399 -1.844 -0.23
F 2.302 3.121 -2.493 -0.19
F 1.844 3.481 -0.236 -0.21
H -3.423 -3.471 1.931 0.41
H 1.697 -1.607 2.162 0.36
H 0.712 0.427 1.822 0.37
H -1.836 0.166 3.192 0.33
H -2.039 1.035 1.419 0.27

=====

54
Properties=species:S:1:pos:R:3:mulliken_charge:R:1 method="wB97M-V/def2-TZVPD" e_above_lowest_kcal_mol=209.4 energy_ha=-2658.3055 mol_weight_g_mol=824.09 total_charge=+1 s2=2.023 multiplicity=3
W -0.134 0.217 -0.112 1.10
C 3.144 1.257 -2.960 -1.02
C 1.877 1.138 -2.370 0.04
N 1.706 0.844 -1.093 -0.27
C 2.812 0.628 -0.305 0.79
C 4.118 0.685 -0.833 0.52
C 4.256 1.028 -2.198 -0.49
C 5.211 0.383 0.007 -0.90
C 4.990 0.032 1.311 -0.81
C 3.689 -0.010 1.841 -0.26
C 2.603 0.287 1.053 -0.17
N 1.292 0.327 1.595 -0.40
C 0.630 -0.810 1.828 0.09
C 0.336 -1.688 0.744 -0.90
C -1.122 -2.109 0.939 0.77
C -1.950 -0.881 0.504 -0.39
C -2.262 0.272 1.439 -0.47
C -3.308 0.474 2.334 -0.42
C -3.347 1.711 2.962 -0.74
C -2.378 2.669 2.670 -0.76
N -1.369 2.476 1.821 -0.84
C -1.330 1.286 1.239 1.64
H 3.215 1.515 -4.006 0.43
H 0.979 1.273 -2.959 0.44
H 5.247 1.095 -2.628 0.46
H 6.213 0.430 -0.396 0.43
H 5.824 -0.204 1.957 0.41
H 3.534 -0.249 2.884 0.54
H 1.079 -2.312 0.261 0.54
H -2.288 -3.462 0.018 0.61
H -2.829 -1.202 -0.054 0.86
H -4.046 -0.291 2.539 0.49
H -4.127 1.950 3.672 0.41
H -2.418 3.639 3.152 0.47
O -0.104 -3.533 3.006 -0.53
P -1.117 -2.340 2.756 0.82
O -2.325 -2.315 3.560 -0.68
O -0.174 -0.971 2.916 -0.41
O -1.360 -3.168 -0.034 -0.52
P -1.168 -2.534 -1.919 0.66
O -0.649 -3.917 -2.427 -0.51
O -2.567 -2.288 -2.248 -0.75
O -0.107 -1.500 -1.854 -0.39
H -0.288 -4.020 3.820 0.37
H 0.310 -4.025 -2.409 0.38
I -2.940 4.761 -3.315 0.18
C -2.393 2.886 -2.676 -1.05
C -3.039 1.690 -2.928 -0.04
N -2.339 0.721 -2.323 -0.01
N -1.278 1.229 -1.668 0.22
C -1.300 2.546 -1.880 -0.15
H -3.923 1.470 -3.500 0.48
H -2.530 -0.280 -2.306 0.17
H -0.559 3.186 -1.426 0.57